Computed, not measured: a cluster of 3 separate species, C15H21BF16NO6S in total at a distorted geometry, with the ωB97M-V functional and the def2-TZVPD basis.

Geometry as ORCA input:
```
! RIJCOSX wB97M-V def2-TZVPD def2/J DEFGRID3
* xyz -1 1
C 1.09 0.90 0.10
C 0.57 1.45 -1.34
N -0.38 2.60 -1.35
B -0.81 3.08 0.02
O -1.66 4.28 -0.30
C -2.60 4.44 0.87
C -2.90 2.90 1.46
S -4.57 2.13 1.09
C -4.59 1.64 -0.72
O -5.73 3.15 1.39
O -4.86 0.91 2.05
O -1.79 2.22 0.75
H 1.74 1.68 0.73
H 0.25 0.38 0.77
H 1.85 0.01 -0.13
H 0.14 0.53 -1.95
H 1.54 1.79 -1.95
H -1.17 2.48 -2.02
H 0.08 3.52 0.68
H -1.97 5.10 1.62
H -3.68 4.84 0.65
H -2.80 2.95 2.63
H -5.62 1.15 -1.06
H -4.28 2.57 -1.36
H -3.77 0.79 -0.92
C 2.47 -0.35 4.12
C 3.13 -1.07 2.93
C 4.16 -2.13 3.30
F 5.19 -1.62 4.01
F 4.71 -2.68 2.18
F 3.65 -0.14 2.08
F 2.13 -1.68 2.22
O 3.04 0.91 4.49
C 4.19 0.84 5.32
C 5.47 1.33 4.63
F 5.71 0.66 3.48
F 6.56 1.15 5.42
F 4.31 -0.42 5.81
F 3.92 1.63 6.40
H 1.45 -0.10 3.80
H 2.34 -1.01 4.98
H 3.70 -2.94 3.87
H 5.40 2.40 4.38
C -2.20 -2.96 -2.89
C -2.01 -1.56 -3.48
C -2.51 -1.39 -4.91
F -1.88 -2.22 -5.78
F -2.26 -0.12 -5.36
F -0.71 -1.19 -3.36
F -2.71 -0.68 -2.69
O -1.07 -3.83 -2.95
C -0.89 -4.51 -4.19
C 0.37 -4.07 -4.95
F 0.38 -2.73 -5.16
F 0.45 -4.66 -6.17
F -2.02 -4.39 -4.93
F -0.80 -5.84 -3.88
H -2.38 -2.82 -1.81
H -3.11 -3.45 -3.25
H -3.58 -1.56 -4.99
H 1.27 -4.32 -4.38
*
```

Computed properties:
HOMO	-4.52	eV
Kohn-Sham gap	6.72	eV

Mulliken atomic charges, in units of e:
1. C -0.697
2. C 0.215
3. N -0.295
4. B 1.234
5. O -0.705
6. C -0.492
7. C 0.001
8. S 1.037
9. C -0.675
10. O -0.681
11. O -0.692
12. O -0.783
13. H 0.197
14. H 0.128
15. H 0.254
16. H -0.424
17. H 0.165
18. H 0.188
19. H -0.388
20. H 0.230
21. H 0.257
22. H 0.184
23. H 0.338
24. H 0.304
25. H 0.120
26. C -0.820
27. C 1.038
28. C 0.013
29. F -0.217
30. F -0.287
31. F -0.262
32. F -0.322
33. O -0.384
34. C 0.727
35. C 0.222
36. F -0.203
37. F -0.267
38. F -0.271
39. F -0.300
40. H 0.490
41. H 0.331
42. H 0.286
43. H 0.241
44. C -0.783
45. C 0.879
46. C 0.068
47. F -0.227
48. F -0.268
49. F -0.311
50. F -0.213
51. O -0.400
52. C 0.719
53. C 0.225
54. F -0.205
55. F -0.271
56. F -0.268
57. F -0.303
58. H 0.450
59. H 0.329
60. H 0.290
61. H 0.251